Formula: C14H19BrF16NO7P2
Source: the Open Molecules 2025 dataset
Level of theory: wB97M-V/def2-TZVPD

Each line ends with the Mulliken charge.
Element x y z (Å)
O  -4.99  1.49  1.60  -0.6773
P  -3.95  0.40  1.38  0.7875
O  -3.02  0.85  0.06  -0.2616
O  -4.72  -1.03  1.03  -0.5005
C  -2.95  0.34  2.99  -0.4500
N  -2.64  -1.02  3.59  -0.0249
C  -1.15  -1.17  3.78  -1.1045
C  -0.55  -0.12  2.74  0.1501
P  -0.43  -0.84  0.98  0.1416
O  1.21  -1.28  0.80  -0.3284
Br  -1.71  -2.75  0.90  -0.2042
C  -1.54  1.09  2.99  -0.3646
O  -1.34  2.19  2.14  -0.4881
H  -3.32  1.71  -0.29  0.2886
H  -5.59  -0.94  1.47  0.3739
H  -3.71  0.75  3.72  0.5166
H  -2.96  -0.90  4.56  0.4677
H  -3.19  -1.83  3.28  0.3967
H  -0.71  -2.17  3.57  0.4497
H  -0.85  -0.85  4.80  0.3754
H  0.45  0.31  3.01  0.4754
H  1.25  -2.20  1.13  0.2786
H  -1.49  1.51  4.02  0.3279
H  -2.17  2.55  1.80  0.3697
C  5.59  -3.91  0.98  -0.7267
C  7.06  -3.43  0.86  0.8494
C  7.94  -3.46  2.13  0.1078
F  7.45  -2.73  3.14  -0.2179
F  9.16  -2.96  1.84  -0.2632
F  7.06  -2.20  0.30  -0.2619
F  7.66  -4.25  -0.04  -0.3153
O  4.53  -2.95  1.17  -0.3759
C  4.23  -2.45  2.45  0.8079
C  4.56  -0.95  2.60  0.2858
F  5.82  -0.67  2.27  -0.2355
F  4.39  -0.57  3.89  -0.2634
F  4.79  -3.23  3.38  -0.2953
F  2.89  -2.60  2.60  -0.3143
H  5.36  -4.34  0.01  0.3940
H  5.50  -4.75  1.68  0.3397
H  8.07  -4.49  2.47  0.2801
H  3.91  -0.35  1.97  0.1945
C  -3.31  2.01  -6.03  -0.6899
C  -2.49  3.23  -6.52  0.8607
C  -1.17  3.55  -5.79  0.1050
F  -1.32  3.79  -4.48  -0.2080
F  -0.63  4.67  -6.32  -0.2728
F  -3.30  4.31  -6.55  -0.2671
F  -2.16  2.97  -7.81  -0.3182
O  -4.41  2.21  -5.11  -0.3985
C  -4.19  2.32  -3.73  0.8184
C  -4.49  3.74  -3.21  0.2021
F  -3.83  4.68  -3.89  -0.2065
F  -4.10  3.86  -1.91  -0.2320
F  -2.95  1.88  -3.44  -0.2977
F  -5.03  1.44  -3.15  -0.3214
H  -3.81  1.63  -6.92  0.3956
H  -2.66  1.19  -5.70  0.3339
H  -0.46  2.74  -5.92  0.2768
H  -5.55  3.96  -3.27  0.2347

Summary:
* charge: +1
* electronic energy: -5980.6971 hartree

Formula: C6H14N2O
Source: the Open Molecules 2025 dataset
Level of theory: wB97M-V/def2-TZVPD

Each line ends with the Mulliken charge.
Element x y z (Å)
C  0.56  -2.04  0.45  -1.0345
N  0.66  -0.62  0.70  -0.4314
C  -0.34  0.19  0.55  0.6534
O  -0.14  1.47  0.73  -0.5831
C  -1.74  -0.19  0.07  0.2426
C  -1.77  -0.09  -1.46  -1.3141
N  -2.79  0.65  0.63  -0.7591
H  0.40  -2.27  -0.61  0.3174
H  -0.25  -2.51  1.02  0.3780
H  1.50  -2.50  0.76  0.2999
H  0.93  1.67  0.47  0.2900
H  -1.95  -1.22  0.36  0.3738
H  -1.03  -0.75  -1.92  0.3022
H  -1.54  0.93  -1.78  0.2881
H  -2.76  -0.35  -1.83  0.3588
H  -2.58  1.63  0.44  0.2804
H  -2.83  0.55  1.64  0.2687
C  2.53  0.22  0.07  -0.1548
C  2.42  1.59  -0.06  -0.8906
H  2.51  -0.42  -0.80  0.2363
H  3.00  -0.21  0.94  0.2205
H  2.87  2.23  0.69  0.3491
H  2.35  2.02  -1.06  0.3084

Summary:
* SMILES: C/N=C(/O)[C@H](C)N.C=C
* charge: 0
* relative energy (zero: lowest compared OMol25 entry of this formula, charge and spin): 72.5 kcal per mole
* electronic energy: -421.6848 hartree

Formula: C20H24N7O4S2
Source: the Open Molecules 2025 dataset
Level of theory: wB97M-V/def2-TZVPD

Each line ends with the Mulliken charge.
Element x y z (Å)
O  -4.37  2.79  0.01  -0.7061
O  1.79  2.09  2.11  -0.8134
O  -2.36  3.79  3.52  -0.7156
O  2.30  0.91  0.30  -0.6654
N  4.03  -1.25  3.38  -0.5043
N  3.80  -2.59  3.18  -0.4906
N  1.47  -4.17  -1.43  -0.5833
S  1.42  -1.98  -2.84  -0.1876
S  3.34  -4.41  1.25  -0.1856
C  -3.38  3.29  0.51  0.6903
C  1.72  1.86  0.88  0.3976
C  -1.30  3.33  3.09  0.0813
C  4.02  -0.66  2.22  -0.0941
C  3.66  -2.80  1.91  0.3821
C  0.69  -3.44  -2.18  0.4515
C  2.88  -2.40  -1.99  -0.2887
C  2.72  -3.57  -1.30  0.0915
C  -3.72  -2.93  -4.92  -0.3851
C  -3.62  -4.22  -4.40  -0.6116
C  -2.77  -1.96  -4.57  -0.8608
C  -2.56  -4.54  -3.53  -0.4136
C  -1.73  -2.29  -3.70  -0.2794
C  -1.60  -3.59  -3.19  0.9600
N  3.83  -1.61  1.25  0.0698
N  -0.56  -4.00  -2.34  -0.1578
N  -0.21  3.23  3.86  0.0434
N  -2.38  2.50  0.89  0.0460
C  -3.30  4.80  0.60  -1.0019
C  3.82  -4.20  -0.51  -0.8261
C  -0.12  3.65  5.25  -1.0125
C  0.85  2.79  0.02  -0.7548
C  -0.14  3.65  0.82  -0.5902
C  -1.14  2.81  1.65  -0.2282
H  4.12  0.41  2.06  0.4526
H  3.78  -1.79  -2.00  0.4246
H  -4.53  -2.67  -5.59  0.3574
H  -4.36  -4.97  -4.65  0.3407
H  -2.85  -0.95  -4.96  0.3595
H  -2.49  -5.55  -3.14  0.3110
H  -1.05  -1.49  -3.42  0.3475
H  3.42  -1.37  0.35  0.2912
H  -0.65  -4.90  -1.88  0.2451
H  0.63  2.82  3.42  0.2837
H  -2.56  1.52  0.74  0.2549
H  -2.77  5.18  -0.27  0.2325
H  -4.31  5.20  0.61  0.3143
H  -2.79  5.11  1.50  0.3188
H  4.74  -3.60  -0.58  0.3393
H  4.03  -5.18  -0.94  0.4385
H  0.14  4.70  5.30  0.3036
H  0.64  3.06  5.77  0.3364
H  -1.09  3.49  5.74  0.3158
H  0.29  2.19  -0.70  0.2566
H  1.51  3.46  -0.55  0.3824
H  -0.67  4.29  0.12  0.3346
H  0.43  4.31  1.47  0.4150
H  -0.67  1.84  1.80  0.4873

Summary:
* charge: -1
* electronic energy: -2257.2965 hartree

Formula: C40H46CaN2O2P2S5SeSi
Source: the Open Molecules 2025 dataset
Level of theory: wB97M-V/def2-TZVPD

Each line ends with the Mulliken charge.
Element x y z (Å)
Ca  -1.58  -0.51  -1.16  0.9006
C  1.42  2.65  -0.01  -0.9635
C  0.30  3.42  0.67  -0.9668
S  -1.36  2.68  0.62  0.3004
C  -1.63  2.33  2.38  -1.0217
C  -2.01  0.90  2.72  -0.4778
S  -0.88  -0.39  2.19  0.4292
C  0.67  0.13  2.98  -1.2850
C  1.74  0.89  2.16  -1.0908
S  1.51  0.90  0.38  0.5147
H  1.28  2.66  -1.09  0.1913
H  2.37  3.14  0.20  0.4400
H  0.54  3.59  1.72  0.3958
H  0.24  4.41  0.21  0.5076
H  -0.73  2.62  2.92  0.3668
H  -2.44  2.97  2.74  0.5554
H  -2.18  0.83  3.80  0.5475
H  -2.95  0.64  2.23  -0.3168
H  0.37  0.73  3.85  0.5687
H  1.11  -0.78  3.38  0.5289
H  1.81  1.93  2.51  0.6334
H  2.71  0.44  2.37  0.3918
N  2.06  -2.08  -0.93  -0.0948
P  0.47  -2.67  -1.18  1.0144
C  0.55  -3.46  -2.82  0.3208
C  -0.67  -3.84  -3.38  -0.7388
C  -0.69  -4.45  -4.63  -0.6342
C  0.49  -4.66  -5.32  -0.5113
C  1.70  -4.26  -4.77  -0.6847
C  1.73  -3.66  -3.52  0.1551
C  0.34  -4.12  -0.08  0.3203
C  -0.15  -3.94  1.21  0.1913
C  -0.28  -5.02  2.08  -1.0987
C  0.07  -6.29  1.65  -0.4953
C  0.55  -6.48  0.36  -0.8434
C  0.68  -5.41  -0.50  -0.3289
P  2.73  -2.19  0.68  -0.4166
C  3.40  -3.89  0.67  0.8528
C  4.11  -4.40  -0.42  -0.4030
C  4.63  -5.68  -0.38  -0.7113
C  4.47  -6.46  0.76  -0.4955
C  3.78  -5.96  1.85  -0.5595
C  3.24  -4.68  1.80  -0.5110
C  4.30  -1.28  0.42  0.9362
C  5.12  -1.15  1.54  -0.5353
C  6.32  -0.48  1.46  -0.7094
C  6.72  0.10  0.26  -0.4572
C  5.91  -0.01  -0.85  -0.7659
C  4.70  -0.70  -0.78  -0.2934
H  2.07  -1.11  -1.22  0.1555
H  -1.60  -3.67  -2.85  0.4364
H  -1.64  -4.74  -5.06  0.4404
H  0.47  -5.12  -6.30  0.3766
H  2.62  -4.41  -5.32  0.4293
H  2.66  -3.33  -3.08  0.1586
H  -0.46  -2.96  1.56  0.1928
H  -0.66  -4.87  3.08  0.4855
H  -0.03  -7.14  2.32  0.4125
H  0.82  -7.48  0.02  0.4411
H  1.05  -5.56  -1.50  0.4689
H  4.25  -3.78  -1.30  0.2567
H  5.18  -6.07  -1.23  0.4335
H  4.88  -7.46  0.80  0.3875
H  3.64  -6.57  2.74  0.4451
H  2.68  -4.30  2.65  0.3568
H  4.82  -1.60  2.48  0.3714
H  6.95  -0.39  2.34  0.4170
H  7.66  0.63  0.20  0.3935
H  6.21  0.43  -1.79  0.4271
H  4.09  -0.78  -1.66  0.3829
C  -3.22  1.55  -3.02  -1.0423
Si  -1.64  1.66  -4.05  0.6436
C  -1.94  0.75  -5.66  -1.0587
C  -1.30  3.46  -4.42  -1.0790
Se  0.08  0.78  -2.92  -0.8116
H  -4.02  2.14  -3.48  0.5374
H  -3.08  1.95  -2.01  0.1816
H  -3.61  0.53  -2.95  0.2972
H  -2.74  1.21  -6.25  0.3468
H  -2.22  -0.29  -5.47  0.2244
H  -1.03  0.74  -6.27  0.2930
H  -2.02  3.88  -5.13  0.3242
H  -0.30  3.58  -4.84  0.2887
H  -1.36  4.05  -3.50  0.2718
O  -3.04  -2.65  0.21  -0.4540
S  -3.91  -1.71  -0.47  1.1216
O  -3.66  -1.70  -1.92  -0.5591
N  -3.62  -0.20  0.04  -0.0618
C  -4.76  0.40  0.47  0.0176
S  -4.92  1.96  0.93  -0.3186
C  -5.92  -0.57  0.49  0.2335
C  -7.20  -0.36  0.96  -0.8256
C  -8.09  -1.42  0.92  -0.5196
C  -7.72  -2.67  0.43  -0.6289
C  -6.44  -2.89  -0.05  -0.7796
C  -5.58  -1.81  0.00  0.0546
H  -7.48  0.61  1.35  0.4483
H  -9.10  -1.28  1.29  0.4081
H  -8.44  -3.48  0.42  0.4069
H  -6.13  -3.85  -0.44  0.5184

Summary:
* charge: 0
* relative energy (zero: lowest compared OMol25 entry of this formula, charge and spin): 30.6 kcal per mole
* electronic energy: -7854.2141 hartree

Formula: C4H13N2
Source: the Open Molecules 2025 dataset
Level of theory: wB97M-V/def2-TZVPD

Each line ends with the Mulliken charge.
Element x y z (Å)
C  -1.44  -0.55  -2.02  -1.1544
C  -0.29  -0.80  -1.04  -0.5689
C  -0.39  -0.57  0.40  0.1736
C  -0.52  0.74  1.03  -0.4581
N  -0.19  1.91  0.20  -0.5645
N  2.50  -0.59  1.35  -0.6292
H  -1.90  0.42  -2.19  0.3325
H  -1.11  -0.87  -3.01  0.3568
H  -2.28  -1.23  -1.79  0.3530
H  -0.01  -1.85  -1.20  0.3838
H  0.55  -0.20  -1.47  0.3116
H  -0.82  -1.44  0.95  0.4011
H  0.16  0.87  1.92  0.3637
H  -1.44  0.94  1.57  0.4398
H  0.55  1.64  -0.44  0.3029
H  2.84  -1.44  0.88  0.2848
H  -0.98  2.07  -0.42  0.2768
H  1.49  -0.66  1.41  0.1031
H  2.75  -0.85  2.31  0.2916

Summary:
* charge: +1
* relative energy (zero: lowest compared OMol25 entry of this formula, charge and spin): 100.2 kcal per mole
* electronic energy: -269.3410 hartree

> The highest electronic energy belongs to which entry?

C4H13N2